# 1
C36H38N11NiO2S | ωB97M-V/def2-TZVPD

Output
charge: +1
expectation value of S²: 2.006
spin multiplicity: 3
E_LUMO (alpha / beta): -2.85 / -2.85 eV
highest occupied orbital energy (alpha / beta): -8.996 / -9.002 eV

Element x y z (Å)
Ni (11.86, 13.07, 12.47)
O (11.51, 12.25, 17.05)
S (10.86, 12.79, 15.90)
O (10.16, 14.06, 15.90)
N (12.03, 12.90, 14.65)
C (13.19, 13.54, 15.04)
C (13.47, 14.17, 16.22)
C (14.60, 14.95, 16.35)
C (15.58, 15.00, 15.36)
C (15.40, 14.28, 14.18)
C (16.35, 14.17, 13.12)
C (16.07, 13.40, 12.05)
C (14.78, 12.87, 11.84)
N (13.81, 12.97, 12.78)
C (14.17, 13.60, 13.97)
C (9.68, 11.52, 15.49)
C (10.13, 10.26, 15.25)
C (9.29, 9.18, 15.39)
C (7.93, 9.37, 15.73)
C (7.42, 10.65, 15.90)
C (8.37, 11.71, 15.92)
H (12.68, 14.21, 16.94)
H (14.82, 15.42, 17.25)
H (16.46, 15.61, 15.53)
H (17.27, 14.77, 13.12)
H (16.73, 13.27, 11.24)
H (14.57, 12.26, 11.02)
H (11.15, 10.12, 14.95)
H (9.72, 8.16, 15.29)
H (7.27, 8.50, 15.77)
H (6.36, 10.85, 15.98)
H (8.07, 12.70, 16.29)
N (11.67, 10.70, 10.38)
C (11.95, 11.80, 9.75)
N (12.27, 11.88, 8.46)
C (12.54, 13.09, 7.97)
N (12.85, 13.13, 6.61)
N (12.50, 14.31, 8.63)
C (12.23, 14.14, 9.95)
N (12.00, 13.00, 10.51)
C (12.19, 15.33, 10.82)
C (12.54, 16.63, 10.34)
C (12.44, 17.74, 11.23)
C (11.95, 17.48, 12.51)
C (11.65, 16.18, 12.91)
N (11.80, 15.14, 12.11)
H (11.69, 9.91, 9.76)
H (12.48, 7.89, 12.00)
H (12.95, 12.21, 6.16)
H (13.16, 13.98, 6.13)
H (12.79, 16.65, 9.27)
H (12.66, 18.71, 10.80)
H (11.79, 18.25, 13.27)
H (11.25, 15.99, 13.91)
C (6.78, 10.97, 12.13)
N (7.87, 11.96, 12.32)
C (7.71, 13.29, 12.33)
C (8.90, 13.92, 12.53)
N (9.88, 12.93, 12.52)
C (9.22, 11.79, 12.20)
H (6.14, 11.33, 11.33)
H (6.15, 10.81, 13.04)
H (7.21, 10.10, 11.77)
H (6.68, 13.73, 12.31)
H (9.01, 14.96, 12.72)
H (9.70, 10.87, 11.96)
C (16.17, 6.84, 13.78)
N (15.57, 7.82, 12.84)
C (14.57, 8.70, 13.46)
C (15.07, 7.03, 11.69)
C (13.80, 6.23, 11.94)
C (13.86, 4.85, 11.86)
C (12.70, 4.08, 11.76)
C (11.46, 4.68, 11.95)
C (11.39, 6.06, 12.14)
C (12.56, 6.82, 12.04)
H (16.66, 7.44, 14.62)
H (16.89, 6.27, 13.20)
H (15.40, 6.15, 14.19)
H (16.40, 8.39, 12.52)
H (13.69, 8.04, 13.81)
H (14.13, 9.36, 12.68)
H (15.01, 9.31, 14.24)
H (15.87, 6.29, 11.40)
H (14.96, 7.71, 10.82)
H (14.85, 4.34, 11.80)
H (12.73, 3.04, 11.49)
H (10.49, 4.11, 11.95)
H (10.47, 6.58, 12.37)

The net atomic charges from Mulliken, expressed in e, are: number 1, Ni, carries -1.0251; number 2, O, carries -0.6807; number 3, S, carries 1.1007; number 4, O, carries -0.7008; number 5, N, carries -0.1424; number 6, C, carries 0.0946; number 7, C, carries -0.8045; number 8, C, carries -0.9719; number 9, C, carries -0.9119; number 10, C, carries 1.0683; number 11, C, carries -0.8380; number 12, C, carries -1.0732; number 13, C, carries -0.2419; number 14, N, carries 0.6345; number 15, C, carries 0.4402; number 16, C, carries 0.3990; number 17, C, carries -0.7136; number 18, C, carries -0.4553; number 19, C, carries -0.5815; number 20, C, carries -0.8129; number 21, C, carries -0.2992; number 22, H, carries 0.5590; number 23, H, carries 0.4877; number 24, H, carries 0.4376; number 25, H, carries 0.4051; number 26, H, carries 0.5658; number 27, H, carries 0.6166; number 28, H, carries 0.6152; number 29, H, carries 0.3795; number 30, H, carries 0.3785; number 31, H, carries 0.4895; number 32, H, carries 0.4158; number 33, N, carries -0.4278; number 34, C, carries 0.2625; number 35, N, carries -0.7426; number 36, C, carries 0.2262; number 37, N, carries -0.3729; number 38, N, carries -0.8780; number 39, C, carries 0.3396; number 40, N, carries 0.3950; number 41, C, carries 0.6864; number 42, C, carries -0.6748; number 43, C, carries -0.7031; number 44, C, carries -0.7915; number 45, C, carries -0.1594; number 46, N, carries 0.7367; number 47, H, carries 0.2255; number 48, H, carries 0.8151; number 49, H, carries 0.2640; number 50, H, carries 0.2370; number 51, H, carries 0.5030; number 52, H, carries 0.4306; number 53, H, carries 0.4329; number 54, H, carries 0.5430; number 55, C, carries -1.0036; number 56, N, carries 0.4775; number 57, C, carries -0.9257; number 58, C, carries -0.6243; number 59, N, carries 0.9920; number 60, C, carries -0.7838; number 61, H, carries 0.4187; number 62, H, carries 0.2449; number 63, H, carries 0.3849; number 64, H, carries 0.3726; number 65, H, carries 0.5381; number 66, H, carries 0.5493; number 67, C, carries -0.8011; number 68, N, carries 0.1230; number 69, C, carries -1.2354; number 70, C, carries -1.0471; number 71, C, carries 0.7737; number 72, C, carries -0.4064; number 73, C, carries -0.7402; number 74, C, carries -0.3802; number 75, C, carries -0.8964; number 76, C, carries -0.2742; number 77, H, carries 0.3263; number 78, H, carries 0.3753; number 79, H, carries 0.3617; number 80, H, carries 0.3519; number 81, H, carries 0.3864; number 82, H, carries 0.4070; number 83, H, carries 0.4959; number 84, H, carries 0.4697; number 85, H, carries 0.3853; number 86, H, carries 0.3030; number 87, H, carries 0.4115; number 88, H, carries 0.3378; number 89, H, carries 0.4497

=====

# 2
C6H10N2 | ωB97M-V/def2-TZVPD

Output
SMILES: C=C=NCC.C#CN
E_LUMO: 0.60 eV
highest occupied orbital energy: -8.423 eV

Element x y z (Å)
C (-0.63, 0.31, -2.23)
C (0.21, 0.46, -1.23)
N (0.99, 1.16, -0.57)
C (0.92, 1.34, 0.82)
C (-0.46, 1.62, 1.41)
H (-0.85, -0.63, -2.71)
H (-1.03, 1.17, -2.75)
H (1.66, 2.09, 1.12)
H (1.21, 0.27, 1.20)
H (-1.13, 0.79, 1.17)
H (-0.38, 1.70, 2.49)
H (-0.87, 2.55, 1.01)
C (0.92, -1.54, 1.05)
C (0.20, -1.70, 0.08)
N (-0.74, -2.35, -0.64)
H (1.51, -1.76, 1.91)
H (-0.78, -3.35, -0.50)
H (-0.75, -2.12, -1.63)

The net atomic charges from Mulliken, expressed in e, are: number 1, C, carries -1.0787; number 2, C, carries 0.7901; number 3, N, carries -0.3696; number 4, C, carries -0.1737; number 5, C, carries -1.0013; number 6, H, carries 0.1393; number 7, H, carries 0.2666; number 8, H, carries 0.3581; number 9, H, carries 0.0323; number 10, H, carries 0.2566; number 11, H, carries 0.3529; number 12, H, carries 0.3179; number 13, C, carries -0.3504; number 14, C, carries 0.0350; number 15, N, carries -0.4326; number 16, H, carries 0.4442; number 17, H, carries 0.2712; number 18, H, carries 0.1422

=====

Which E_tot belongs to each record? In order, -4053.74189, -343.95624 hartree.
Which relative energy (zero: lowest compared OMol25 entry of this formula, charge and spin) belongs to each record? In order, 2.921, 4.911 eV.